Entry 1:
DFT (ωB97M-V with the def2-TZVPD basis set) results for C30H25N3O3PdS4 as an isolated structure.

Structure (XYZ):
```
66
Properties=species:S:1:pos:R:3:mulliken_charge:R:1
Pd 0.44348 0.96877 -0.71915 0.9974
S -1.30420 1.75851 1.43985 1.4643
S 1.89328 -3.55208 -1.81253 -0.1369
S 4.79603 -2.02558 -0.23179 0.0060
S 2.20231 -1.27658 1.76364 0.0006
O -2.06838 2.94691 1.71230 -0.7374
O 0.14810 1.91647 1.47664 -0.6324
O 1.90090 0.13222 -1.90759 -1.2007
N -1.53645 1.19057 -0.01243 -0.0861
N -1.90854 0.18253 -1.94717 0.0603
N 0.29958 3.04078 -2.00558 0.2096
C -2.16215 -1.46359 4.54680 0.9667
C -2.49003 0.79081 3.74100 -0.4823
C 2.41675 -0.28128 0.36007 -0.9829
C 2.85154 0.97881 0.71046 -0.3499
C 2.96321 1.14558 2.10944 -0.8581
C 2.65238 0.01953 2.79915 -0.6341
C 0.31677 -4.19446 -1.56823 -0.3893
C 4.30095 -1.41442 -2.66730 -0.5062
C 1.43158 -2.04586 -1.11693 0.0407
C 0.20674 4.18995 -4.08795 -0.7621
C -2.41842 -2.55207 5.54041 -1.4901
C -3.96758 -0.86870 -2.51739 -0.6625
C -0.23186 5.34184 -3.45107 -0.1067
C -0.14543 4.13329 -1.39313 -0.1824
C -1.13853 -0.74888 2.49422 0.0986
C -2.41573 0.48541 -0.73214 0.5989
C -0.42256 5.30693 -2.07735 -0.9602
C 5.56012 -2.05508 -2.67121 -0.6065
C -2.67577 -0.46279 -2.80532 -0.3308
C -2.71996 -0.19585 4.68751 -0.7644
C -1.36637 -1.72978 3.43746 -1.1433
C 0.45909 3.06055 -3.32498 -0.1607
C 5.95371 -2.44090 -1.43307 -0.5348
C -0.51639 -3.29494 -0.98712 -1.4766
C -3.69646 0.06844 -0.33084 -1.1341
C -4.46714 -0.61835 -1.24269 -0.4452
C 3.75553 -1.32531 -1.42753 -1.4502
C 2.36707 -0.84293 -1.06399 4.4232
C -1.70008 0.50335 2.64707 -0.2123
C 0.12366 -2.06332 -0.73445 0.9042
H 2.64923 -0.14439 3.85755 0.5548
H 0.81672 2.13877 -3.76770 0.4312
H -0.28327 4.06108 -0.31915 0.4121
H -0.50786 -0.93985 1.64279 0.1164
H 6.85189 -2.94959 -1.14441 0.4618
H -1.54739 -3.47927 -0.74187 0.5091
H -4.03523 0.27449 0.67377 0.4728
H 3.26188 2.06625 2.57778 0.4568
H -4.56117 -1.37987 -3.25761 0.4046
H -0.77925 6.17527 -1.54492 0.4221
H 0.11342 -5.20506 -1.86019 0.4556
H 6.13387 -2.23089 -3.56278 0.4119
H -0.91339 -2.70291 3.31594 0.4652
H -2.74775 -2.15491 6.49623 0.3852
H 0.35470 4.17317 -5.15728 0.4005
H -3.19261 -3.21070 5.14785 0.2997
H -1.52148 -3.14801 5.69185 0.3623
H -2.22047 -0.65344 -3.76802 0.4154
H -0.37937 -1.19478 -0.31343 -0.5377
H -0.41796 6.24755 -4.01125 0.3824
H -2.90358 1.78462 3.82863 0.5434
H 3.80472 -1.02648 -3.53647 0.4557
H -5.45401 -0.96913 -0.97159 0.4221
H -3.33585 0.02691 5.54719 0.3881
H 3.12340 1.73264 -0.02003 0.5569
```

Properties
* HOMO-LUMO gap (spin up / spin down): 7.101 / 7.019 eV
* total charge: 0
* energy relative to the best compared isomer or geometry (same formula, charge and spin): 172.4 kJ/mol
* largest force on an atom: 2.87 eV/A


Entry 2:
DFT (ωB97M-V with the def2-TZVPD basis set) results for C30H25N8O2S3V as an isolated structure.

Structure (XYZ):
```
69
Properties=species:S:1:pos:R:3:mulliken_charge:R:1
V 0.21300 0.25600 0.60250 -1.3599
S 0.77380 3.06150 0.45190 0.6474
S 0.36580 -0.26380 5.10530 -0.0532
S 4.77370 0.41150 0.43430 -0.0163
O -2.13490 -0.05310 -1.97130 -0.3893
O -2.47720 -2.52170 0.03890 -0.4029
N 2.95670 0.15630 -1.56860 -0.2012
N -1.06990 -0.71940 -0.05450 0.8803
N -1.73300 1.37410 1.13800 0.8044
N 0.96910 -2.13340 0.52360 0.3003
N -1.69660 -0.62190 3.40360 -0.1303
N 2.22000 0.24610 0.66780 2.2581
N 0.41890 1.74400 -0.45010 -0.0781
N 0.43170 -0.06370 2.52430 1.1220
C -0.28790 6.89360 0.10030 -0.8126
C -2.11020 2.28120 2.02780 -0.1195
C 4.99120 4.48940 -0.48970 -0.5838
C 2.23990 -4.13840 0.56250 -0.9226
C -2.53470 1.13190 0.08990 0.9510
C -0.07440 4.52940 -0.19630 0.7031
C -0.40100 -0.33800 3.53470 0.1297
C -1.01720 4.52610 -1.20770 -0.2109
C 2.72160 0.32080 1.95300 -0.9344
C -0.10710 -4.23890 0.12120 -0.7658
C 2.80180 3.90050 -1.29900 -0.5713
C -4.15830 2.69870 0.84190 -0.6330
C 3.17370 0.24840 -0.25240 -0.4909
C -1.59660 5.73860 -1.56120 -0.8862
C -3.33400 2.94380 1.93130 -0.9703
C 4.07940 0.43140 2.01050 0.0171
C 4.64380 4.10610 0.79630 -0.7863
C 0.28390 5.69160 0.48070 -0.6356
C 1.85590 0.11810 4.34150 -0.3711
C 2.12550 -2.75610 0.71000 0.0695
C 1.11200 -4.88850 0.26750 -0.4849
C -1.22440 6.91540 -0.92400 -0.5511
C -1.37050 -2.07920 0.03450 -0.3475
C 1.72220 0.17320 2.98480 -0.7428
C -0.11100 -2.85280 0.24010 1.0406
C 4.08330 4.38220 -1.53210 -0.8806
C -1.97560 0.08300 -0.80260 -0.6493
C -3.74020 1.78480 -0.12170 -0.7037
C 2.47450 3.52540 -0.00600 0.5171
C 3.37220 3.60960 1.04790 -0.0358
H -4.32440 1.56300 -1.00450 0.6137
H 4.70850 0.50490 2.87680 0.5210
H 1.17610 -5.96170 0.13760 0.5087
H 2.09050 3.85730 -2.10970 0.4571
H -2.10180 -0.87640 2.51070 0.1085
H -1.31010 3.62320 -1.72220 0.4183
H 3.74440 0.09320 -2.20130 0.3075
H 3.07600 3.32850 2.04890 0.5548
H 2.99930 -2.17490 0.97250 0.4420
H 4.35850 4.70500 -2.52530 0.5215
H 0.00700 7.80820 0.59300 0.4852
H -2.33710 5.76080 -2.34560 0.5004
H 1.00110 5.66190 1.28650 0.4951
H 5.34300 4.21700 1.61160 0.5207
H 3.20810 -4.60540 0.67960 0.4936
H 2.74200 0.26080 4.93240 0.5345
H 0.35050 1.86710 -1.46080 0.3076
H -2.23690 -0.86690 4.22550 0.2930
H -1.67300 7.85070 -1.22650 0.4734
H -5.10970 3.20240 0.73850 0.5512
H -3.62840 3.63160 2.71060 0.5450
H 2.07340 -0.19260 -1.92660 0.1043
H -1.03340 -4.75810 -0.08410 0.5614
H -1.44530 2.48690 2.85810 0.4550
H 5.97610 4.89560 -0.67410 0.5074
```

Properties
* HOMO-LUMO gap (spin up / spin down): 4.662 / 4.663 eV
* total charge: +4
* largest force on an atom: 3.02 eV/A


Entry 3:
DFT (ωB97M-V with the def2-TZVPD basis set) results for a 2-piece molecular cluster, C30H25NO overall.

Structure (XYZ):
```
57
Properties=species:S:1:pos:R:3:mulliken_charge:R:1
O -2.45940 0.62622 -0.89250 -0.5906
N -0.48201 -2.14783 -1.84625 -0.8349
C 3.50624 -2.35743 1.72353 1.1165
C -5.42495 -3.03587 1.94983 -1.5412
C 2.74821 2.74802 -1.08801 -0.8496
C -0.34606 -1.02654 -1.50328 -0.3838
C -0.65509 2.86878 -2.87039 0.0343
C -2.66836 -0.45632 1.77075 -0.2787
C 1.08715 -2.49121 1.88924 -0.4530
C -0.12619 0.28947 -0.99879 1.8930
C -1.36610 5.16266 -2.58556 -0.4213
C 2.33789 -3.08950 2.00187 -1.1413
C 4.85469 -2.96313 1.87442 -1.4240
C -1.35349 1.10522 -1.16727 0.2208
C -1.57009 -1.19596 1.26071 1.3164
C 3.65739 2.04763 -1.88969 -0.5376
C -2.10475 4.79984 -1.45065 -0.6266
C -4.09569 -2.40881 1.71010 1.1678
C 2.15364 -0.41925 1.24781 -0.8042
C -0.65878 4.19927 -3.31510 -0.6987
C 1.17828 0.88955 -1.28776 0.1089
C 3.39954 -1.00158 1.36501 -0.8733
C -3.02598 -3.16778 1.21951 -1.1325
C 2.13725 0.17620 -2.02510 -0.6111
C 1.51067 2.17631 -0.77656 0.2340
C -1.32748 2.52360 -1.69390 0.0182
C 0.95812 -1.16548 1.37816 0.7863
C -0.29380 -0.54371 1.01500 -1.1842
C -2.11612 3.47089 -1.03683 -0.5143
C 3.35266 0.76761 -2.34852 -0.8090
C -3.90491 -1.04450 1.98004 -0.9090
C -1.79198 -2.57065 0.97173 -0.6921
H -6.10985 -2.78988 1.12837 0.2897
H 5.36910 -2.64338 2.78894 0.2754
H 4.04672 0.22367 -2.98577 0.4400
H -2.74196 3.14363 -0.20377 0.3951
H 2.42551 -4.11931 2.35013 0.3453
H -1.33562 6.20449 -2.91111 0.3745
H -5.35638 -4.12667 1.99516 0.3564
H 2.97648 3.75562 -0.72231 0.3924
H 4.60133 2.52161 -2.16196 0.4139
H 1.90464 -0.84026 -2.35707 0.4067
H -5.88862 -2.67224 2.87430 0.3786
H -3.14218 -4.24506 1.06339 0.2996
H -4.72536 -0.44994 2.39300 0.3482
H -2.53566 0.60683 1.96368 0.3516
H 2.07818 0.64289 0.99107 0.4792
H 0.79454 2.70653 -0.12909 0.4468
H 4.29297 -0.39741 1.22473 0.4307
H -0.99719 -3.16153 0.50224 0.5057
H 4.79598 -4.05041 1.89306 0.3835
H -0.31090 0.55916 1.07530 0.7780
H -0.13580 2.08338 -3.42854 0.4375
H 5.48425 -2.66896 1.03045 0.3585
H -0.11552 4.46060 -4.23032 0.3946
H 0.19312 -3.05697 2.17197 0.7494
H -2.67825 5.54787 -0.89738 0.3836
```

Properties
* HOMO-LUMO gap: 6.787 eV
* total charge: 0
* largest force on an atom: 3.48 eV/A


Which value of largest force on an atom does entry 3 give?
3.48 eV/A


Copy entry 3 word for word.
DFT (ωB97M-V with the def2-TZVPD basis set) results for a 2-piece molecular cluster, C30H25NO overall.

Structure (XYZ):
```
57
Properties=species:S:1:pos:R:3:mulliken_charge:R:1
O -2.45940 0.62622 -0.89250 -0.5906
N -0.48201 -2.14783 -1.84625 -0.8349
C 3.50624 -2.35743 1.72353 1.1165
C -5.42495 -3.03587 1.94983 -1.5412
C 2.74821 2.74802 -1.08801 -0.8496
C -0.34606 -1.02654 -1.50328 -0.3838
C -0.65509 2.86878 -2.87039 0.0343
C -2.66836 -0.45632 1.77075 -0.2787
C 1.08715 -2.49121 1.88924 -0.4530
C -0.12619 0.28947 -0.99879 1.8930
C -1.36610 5.16266 -2.58556 -0.4213
C 2.33789 -3.08950 2.00187 -1.1413
C 4.85469 -2.96313 1.87442 -1.4240
C -1.35349 1.10522 -1.16727 0.2208
C -1.57009 -1.19596 1.26071 1.3164
C 3.65739 2.04763 -1.88969 -0.5376
C -2.10475 4.79984 -1.45065 -0.6266
C -4.09569 -2.40881 1.71010 1.1678
C 2.15364 -0.41925 1.24781 -0.8042
C -0.65878 4.19927 -3.31510 -0.6987
C 1.17828 0.88955 -1.28776 0.1089
C 3.39954 -1.00158 1.36501 -0.8733
C -3.02598 -3.16778 1.21951 -1.1325
C 2.13725 0.17620 -2.02510 -0.6111
C 1.51067 2.17631 -0.77656 0.2340
C -1.32748 2.52360 -1.69390 0.0182
C 0.95812 -1.16548 1.37816 0.7863
C -0.29380 -0.54371 1.01500 -1.1842
C -2.11612 3.47089 -1.03683 -0.5143
C 3.35266 0.76761 -2.34852 -0.8090
C -3.90491 -1.04450 1.98004 -0.9090
C -1.79198 -2.57065 0.97173 -0.6921
H -6.10985 -2.78988 1.12837 0.2897
H 5.36910 -2.64338 2.78894 0.2754
H 4.04672 0.22367 -2.98577 0.4400
H -2.74196 3.14363 -0.20377 0.3951
H 2.42551 -4.11931 2.35013 0.3453
H -1.33562 6.20449 -2.91111 0.3745
H -5.35638 -4.12667 1.99516 0.3564
H 2.97648 3.75562 -0.72231 0.3924
H 4.60133 2.52161 -2.16196 0.4139
H 1.90464 -0.84026 -2.35707 0.4067
H -5.88862 -2.67224 2.87430 0.3786
H -3.14218 -4.24506 1.06339 0.2996
H -4.72536 -0.44994 2.39300 0.3482
H -2.53566 0.60683 1.96368 0.3516
H 2.07818 0.64289 0.99107 0.4792
H 0.79454 2.70653 -0.12909 0.4468
H 4.29297 -0.39741 1.22473 0.4307
H -0.99719 -3.16153 0.50224 0.5057
H 4.79598 -4.05041 1.89306 0.3835
H -0.31090 0.55916 1.07530 0.7780
H -0.13580 2.08338 -3.42854 0.4375
H 5.48425 -2.66896 1.03045 0.3585
H -0.11552 4.46060 -4.23032 0.3946
H 0.19312 -3.05697 2.17197 0.7494
H -2.67825 5.54787 -0.89738 0.3836
```

Properties
* HOMO-LUMO gap: 6.787 eV
* total charge: 0
* largest force on an atom: 3.48 eV/A


Among the records above, which one has the lowest largest force on an atom?
C30H25N3O3PdS4